No. 1
A 2-piece molecular cluster, C5H8O2S overall at a distorted geometry, computed with ωB97M-V with the def2-TZVPD basis set.

* HOMO energy (alpha / beta): -7.89 / -7.93 eV
* calculated total energy: -743.7708 Eh
* gap between HOMO and LUMO (alpha / beta): 7.3 / 7.3 eV
* largest force on an atom: 4.95 eV Å⁻¹

```
16
Properties=species:S:1:pos:R:3:forces:R:3
C 1.48430 -1.08966 0.01122 1.854 0.602 0.041
C -0.78849 -0.45482 -0.26252 -3.510 3.430 0.647
C -0.68609 -1.88482 0.18353 -0.604 -2.853 -0.447
C 0.64236 0.05916 -0.43603 1.670 -0.971 -1.474
C 1.15608 1.29277 0.30964 -0.289 -2.352 2.543
O 4.27310 0.98340 0.44269 -0.014 0.883 0.280
O 0.78976 -2.08158 0.35826 -0.640 -0.859 -0.675
S 4.57626 -0.38159 0.00040 0.074 -0.896 -0.259
H -1.40528 -0.25710 -1.23405 1.064 -0.816 1.785
H -1.38471 0.24033 0.56080 1.582 -1.805 -1.896
H -0.95035 -2.27657 1.21430 -0.801 1.114 -1.329
H -1.11168 -2.66296 -0.63893 1.262 1.728 1.988
H 0.98273 0.06110 -1.57100 -0.861 0.471 1.951
H 1.18314 1.24291 1.44875 -0.023 -0.824 -1.296
H 0.56927 2.08839 0.19959 -3.067 3.183 -0.922
H 2.07527 1.68388 0.05804 2.303 -0.035 -0.937
```
Forces are in eV/Å.

natural (NBO) population analysis, charges in e, atoms 1 to 8: 0.3116 -0.4797 -0.1386 -0.3929 -0.5988 -0.7522 -0.4578 0.7075

***

No. 2
C20H16BrLaN2O8S3 as an isolated structure at a distorted geometry, computed with ωB97M-V with the def2-TZVPD basis set.

* HOMO energy: -3.21 eV
* total charge: -2
* calculated total energy: -5283.6347 Eh
* gap between HOMO and LUMO: 7.5 eV
* largest force on an atom: 1.36 eV Å⁻¹

```
51
Properties=species:S:1:pos:R:3:forces:R:3
La 4.39062 -14.69138 -3.27661 0.669 0.322 -0.025
O 7.18199 -11.47679 -1.31891 -0.216 -0.322 -0.116
C 6.68578 -12.52955 -1.71650 -0.277 -0.185 -0.132
O 5.47837 -12.71877 -2.11266 -0.293 -0.513 -0.559
C 7.53990 -13.79986 -1.69596 0.605 -0.985 -0.187
C 6.90693 -15.03827 -0.96515 0.486 0.150 -0.226
C 8.00758 -16.00134 -0.48191 0.239 0.061 -0.389
C 8.43704 -16.69064 -1.81197 -0.352 0.456 0.038
C 7.51507 -15.96846 -2.81982 0.442 -0.083 -0.336
O 6.29665 -15.81713 -2.02959 0.561 0.277 -0.203
C 7.97417 -14.50738 -3.07879 0.146 -0.160 1.022
C 7.52784 -13.91423 -4.43518 0.289 0.295 0.227
O 8.29448 -13.08057 -4.93651 -0.806 -0.593 0.075
O 6.43774 -14.40183 -4.90315 -0.615 0.420 0.658
H 8.45580 -13.50490 -1.18986 0.064 -0.103 0.125
H 6.16211 -14.83508 -0.22092 -0.447 0.302 0.240
H 8.82359 -15.45970 -0.01215 0.119 0.125 0.013
H 7.64868 -16.72100 0.24588 -0.302 -0.088 0.034
H 9.48169 -16.51109 -2.04447 0.156 -0.027 -0.080
H 8.25838 -17.77198 -1.81173 -0.071 0.258 0.026
H 7.33623 -16.53099 -3.73921 -0.321 0.112 0.210
H 9.06145 -14.45458 -3.10310 0.043 -0.118 -0.048
O 3.12520 -16.73613 -2.26080 -0.334 0.872 -0.155
N 1.91229 -16.26633 -1.92278 0.470 -0.110 -0.388
C 0.84436 -16.76965 -2.60246 0.081 0.018 0.036
C -0.45236 -16.42776 -2.31055 -0.229 -0.032 0.322
C -0.65781 -15.51967 -1.25119 1.215 0.043 -0.128
C 0.46004 -14.95220 -0.66529 -0.436 -0.063 0.156
C 1.79498 -15.25550 -1.01554 -0.081 0.332 0.352
S 3.14622 -14.34383 -0.38195 -0.653 -0.880 -0.800
H 1.13636 -17.43153 -3.40828 0.005 -0.013 0.154
H -1.27905 -16.87470 -2.87457 0.454 0.235 0.226
H -1.62321 -15.21045 -0.88736 -0.279 -0.092 -0.176
H 0.34968 -14.22002 0.12001 -0.053 0.103 0.001
Br 1.92782 -13.75026 -4.47933 -0.223 0.073 -0.090
O 6.07320 -20.77448 -7.72693 0.111 0.335 -0.191
S 5.89006 -19.39351 -8.12397 -0.004 -0.317 0.585
O 6.67848 -18.90293 -9.21938 0.180 0.025 -0.135
N 5.98528 -18.41718 -6.79945 0.473 -0.367 -0.369
C 4.82103 -17.92485 -6.49295 -0.242 -0.075 0.171
S 4.35584 -17.22908 -5.03745 -0.066 0.169 0.432
C 3.73912 -18.24631 -7.47646 -0.498 0.226 -0.091
C 2.42177 -17.81607 -7.47960 -0.155 -0.356 -0.105
C 1.56230 -18.33270 -8.45671 0.306 0.438 0.599
C 2.01693 -19.22511 -9.41533 0.076 0.008 0.057
C 3.34436 -19.63111 -9.40955 0.111 -0.409 -0.331
C 4.17683 -19.12323 -8.43538 -0.077 0.012 -0.305
H 2.10119 -17.14112 -6.69453 -0.113 0.026 -0.108
H 0.52396 -18.04587 -8.43775 -0.191 0.116 -0.090
H 1.32319 -19.59714 -10.15702 0.038 -0.110 -0.059
H 3.70684 -20.36196 -10.12944 -0.003 0.191 0.064
```
Forces are in eV/Å.

natural (NBO) population analysis, charges in e, atoms 1 to 8: 1.9479 -0.6842 0.8042 -0.8611 -0.3405 0.0942 -0.4270 -0.4235

***

No. 3
C11H24BrClGaN2O3 as an isolated structure at a distorted geometry, computed with ωB97M-V with the def2-TZVPD basis set.

* HOMO energy: -5.04 eV
* total charge: -1
* calculated total energy: -5727.8763 Eh
* gap between HOMO and LUMO: 8.1 eV
* largest force on an atom: 2.77 eV Å⁻¹

```
43
Properties=species:S:1:pos:R:3:forces:R:3
C -4.07425 2.92776 2.08057 -0.069 -0.469 -0.465
C -3.43955 2.38823 0.78537 0.403 1.229 0.633
C -2.00662 2.92702 0.61735 -0.179 -1.132 -0.499
Br -2.11960 4.67510 -0.31390 0.104 0.057 0.155
Ga -0.74555 1.59913 -0.33705 -0.379 0.630 -0.209
Cl 0.96290 1.30402 1.14641 -0.147 -0.048 -0.237
C -0.08131 2.30860 -2.10568 0.239 -0.324 0.793
C 1.24129 1.70771 -2.58644 -0.636 0.720 -0.823
C 1.12107 0.30966 -3.06775 -0.839 0.967 -0.132
N 0.24945 0.01515 -4.15321 -0.160 -0.029 -0.416
O 1.77618 -0.55188 -2.58677 1.727 -2.045 0.720
O -1.72947 0.01115 -0.56700 0.204 -0.011 0.073
C -1.49645 -1.03915 0.33309 0.001 -0.237 -0.513
C -0.25874 -1.84874 -0.05971 0.117 0.438 1.116
N 0.33464 -2.50125 1.13142 -0.224 -0.188 -1.047
C 1.69911 -2.95335 0.85086 -0.388 0.199 0.520
C 2.74878 -2.13770 1.60739 0.214 -1.248 0.060
C 4.12135 -2.83687 1.53253 -0.109 0.811 -0.342
O 2.36651 -2.00349 2.96656 0.219 0.355 0.075
H -3.64009 3.88037 2.34680 0.004 0.404 0.009
H -5.14010 3.04934 1.92600 -0.331 0.069 0.276
H -3.91049 2.25028 2.91069 0.015 -0.157 0.219
H -4.01549 2.78065 -0.03762 -0.277 -0.255 -0.470
H -3.46284 1.30944 0.75996 0.076 -0.358 -0.113
H -1.61902 3.16288 1.59374 0.327 0.254 0.289
H 0.08638 3.36783 -1.96373 -0.057 0.358 0.130
H -0.86671 2.23519 -2.84958 -0.118 -0.149 -0.301
H 1.58701 2.29814 -3.43871 0.134 0.006 -0.245
H 2.02508 1.74637 -1.84599 0.042 -0.120 0.419
H 0.61260 -0.84608 -4.54651 -0.038 -0.141 0.028
H -0.67600 -0.23048 -3.81308 -0.149 0.488 0.113
H -1.39068 -0.68750 1.35887 0.244 0.028 0.232
H -2.33694 -1.74541 0.33002 -0.365 0.153 -0.023
H 0.47674 -1.15100 -0.43817 0.188 0.130 -0.151
H -0.49633 -2.56932 -0.84677 0.003 -0.041 -0.214
H -0.24533 -3.30894 1.32079 0.103 -0.026 0.234
H 1.78021 -3.99647 1.16949 0.232 -0.173 -0.053
H 1.92087 -2.87886 -0.21161 0.115 -0.240 -0.285
H 2.86724 -1.17512 1.13980 -0.469 0.649 0.284
H 4.37137 -3.27070 2.49239 -0.020 -0.462 0.074
H 4.18195 -3.53997 0.70830 -0.014 -0.359 0.023
H 4.87151 -2.07997 1.34277 0.373 0.130 0.001
H 2.34932 -2.90179 3.31809 -0.116 0.137 0.064
```
Forces are in eV/Å.

natural (NBO) population analysis, charges in e, atoms 1 to 8: -0.6096 -0.4397 -0.7109 -0.1108 1.5987 -0.6175 -0.9450 -0.5027

***

> Number 2 is which compound?

C20H16BrLaN2O8S3